Record 1
A molecular structure, C15H35ClN5O5Pt in a non-equilibrium geometry. Source: the Open Molecules 2025 dataset; level of theory: ωB97M-V/def2-TZVPD.

Last column: Mulliken charge in e.
Cartesian coordinates (Å):
Pt: -0.249 -0.541 0.206  5.5375
Cl: -0.835 -2.550 1.737  -0.5889
C: 1.553 1.149 3.780  -0.9217
C: 1.838 0.089 2.811  0.0109
O: 1.090 0.066 1.827  -0.5500
N: 2.797 -0.815 3.126  -0.1127
C: 3.134 -1.834 2.113  -1.0182
H: 1.902 2.114 3.412  0.1227
H: 2.180 0.966 4.653  0.5595
H: 0.504 1.107 4.073  0.1146
H: 3.185 -0.870 4.056  0.2676
H: 3.743 -2.622 2.555  0.4172
H: 3.934 -1.480 1.463  0.3916
H: 2.305 -2.311 1.590  0.0818
C: -0.344 2.630 -2.379  -1.8068
C: 0.664 2.096 -1.461  -4.3268
O: 0.517 1.036 -0.937  2.3590
N: 1.636 2.941 -1.092  0.1714
C: 2.579 2.965 0.004  -1.0913
H: -0.437 3.716 -2.348  0.6216
H: -1.313 2.144 -2.262  -0.1577
H: 0.053 2.491 -3.384  0.3448
H: 1.601 3.845 -1.540  0.4680
H: 2.423 3.814 0.669  0.2963
H: 3.576 3.047 -0.428  0.5647
H: 2.497 2.003 0.510  -0.1250
C: -3.881 -2.022 -0.706  -1.1980
C: -2.985 -1.094 -1.668  1.2254
O: -1.849 -0.892 -1.281  -0.6763
N: -3.292 -0.550 -2.826  -0.1638
C: -4.200 -0.969 -3.849  -1.0212
H: -3.267 -2.313 0.146  0.1842
H: -4.176 -2.980 -1.133  0.4676
H: -4.772 -1.508 -0.346  0.3238
H: -2.530 -0.022 -3.227  0.1584
H: -3.498 -1.214 -4.645  0.3746
H: -5.053 -0.326 -4.064  0.3144
H: -4.561 -1.924 -3.466  0.2999
C: -3.394 0.761 2.441  -1.1288
C: -2.097 1.449 1.957  -0.7994
O: -1.444 0.997 1.103  -0.5152
N: -1.741 2.555 2.590  0.1615
C: -0.501 3.371 2.407  -0.6478
H: -3.860 0.359 1.541  0.0785
H: -4.132 1.478 2.801  0.3989
H: -3.359 -0.050 3.168  0.3016
H: -2.548 3.042 2.952  0.2640
H: -0.315 3.818 3.384  0.4910
H: -0.558 4.131 1.628  0.3611
H: 0.368 2.762 2.159  -0.3993
C: 2.389 -1.447 -3.278  -1.7405
C: 1.906 -2.188 -2.029  0.0663
O: 1.159 -1.622 -1.221  -0.0415
N: 2.410 -3.372 -1.821  -0.1029
C: 2.093 -4.267 -0.759  -0.9633
H: 3.478 -1.432 -3.307  0.4218
H: 2.064 -0.407 -3.304  0.2327
H: 2.219 -1.962 -4.223  0.4572
H: 3.185 -3.632 -2.414  0.2566
H: 1.747 -5.171 -1.260  0.3537
H: 1.457 -3.947 0.066  0.2335
H: 3.004 -4.610 -0.267  0.3411

**LUMO level (alpha / beta)**: 0.326 / 0.330 eV
**Energy relative to the best compared isomer or geometry (same formula, charge and spin)**: 13.73 kcal per mole
**2S+1**: 4
**Max |F|**: 0.0917 hartree/bohr
**Electronic energy**: -1821.85770 Eh
**Net charge**: 0

Record 2
A molecular structure, C15H35InNO5S. Source: the Open Molecules 2025 dataset; level of theory: ωB97M-V/def2-TZVPD.

Last column: Mulliken charge in e.
Cartesian coordinates (Å):
N: 3.012 -0.239 -2.832  -0.7064
In: 1.662 1.380 -3.200  0.7105
S: -0.614 0.513 -2.527  -0.6471
H: 2.461 -1.093 -2.867  0.1631
H: 3.672 -0.312 -3.600  0.1442
H: 2.082 2.806 -2.222  -0.3456
H: 1.539 1.762 -4.951  -0.3423
H: -0.634 -0.638 -3.191  0.0342
C: -3.219 0.197 1.267  -1.0123
C: -2.233 -0.824 1.768  0.7937
O: -2.133 -1.090 2.950  -0.5469
C: -1.372 -1.476 0.724  -0.7917
H: -3.770 0.621 2.100  0.2757
H: -2.693 0.996 0.746  0.1960
H: -3.915 -0.272 0.570  0.3882
H: -0.798 -0.706 0.205  0.1888
H: -1.993 -1.995 -0.007  0.2997
H: -0.692 -2.187 1.191  0.2057
C: -2.138 0.546 -7.007  -1.0817
C: -1.146 -0.534 -6.645  0.8226
O: -1.059 -0.951 -5.520  -0.4661
C: -0.257 -1.049 -7.755  -1.1383
H: -2.698 0.828 -6.119  0.2601
H: -1.611 1.421 -7.390  0.3181
H: -2.827 0.184 -7.773  0.3375
H: 0.337 -0.231 -8.166  0.3286
H: -0.865 -1.480 -8.553  0.3388
H: 0.410 -1.810 -7.359  0.2835
C: -3.434 5.613 1.427  -1.1289
C: -2.894 4.238 1.741  0.8195
O: -3.610 3.266 1.757  -0.5042
C: -1.417 4.133 2.028  -1.0269
H: -4.503 5.550 1.238  0.2966
H: -3.256 6.287 2.267  0.3250
H: -2.936 6.016 0.543  0.3256
H: -1.158 4.748 2.891  0.3473
H: -0.843 4.478 1.166  0.3337
H: -1.158 3.098 2.235  0.2132
C: 5.124 -1.094 1.941  -1.0295
C: 5.944 -1.179 0.674  0.7819
O: 7.096 -1.560 0.703  -0.5861
C: 5.255 -0.772 -0.599  -0.9203
H: 5.725 -1.412 2.790  0.2944
H: 4.790 -0.067 2.099  0.3023
H: 4.245 -1.735 1.860  0.2922
H: 4.922 0.263 -0.541  0.2828
H: 4.382 -1.395 -0.781  0.2726
H: 5.942 -0.877 -1.435  0.2884
C: -0.916 -3.248 7.486  -1.0718
C: -0.078 -3.410 6.238  0.7511
O: 1.060 -3.816 6.300  -0.5655
C: -0.732 -3.036 4.935  -0.8864
H: -0.337 -3.547 8.357  0.3008
H: -1.224 -2.207 7.597  0.3030
H: -1.810 -3.870 7.418  0.3022
H: -1.033 -1.990 4.944  0.2944
H: -1.619 -3.649 4.771  0.3210
H: -0.034 -3.192 4.117  0.2610

**LUMO level**: 2.503 eV
**2S+1**: 1
**Max |F|**: 0.0133 hartree/bohr
**Electronic energy**: -1611.83026 Eh
**Net charge**: -1